(1)
{
  "formula": "C22H31FeGe2N3O5S",
  "method": "the ωB97M-V functional and the def2-TZVPD basis",
  "symbols": ["Fe", "O", "C", "C", "O", "C", "C", "O", "C", "O", "O", "N", "N", "C", "N", "S", "H", "H", "H", "H", "H", "C", "C", "Ge", "C", "C", "C", "C", "Ge", "C", "C", "C", "C", "C", "C", "C", "C", "C", "C", "H", "H", "H", "H", "H", "H", "H", "H", "H", "H", "H", "H", "H", "H", "H", "H", "H", "H", "H", "H", "H", "H", "H", "H", "H", "H"],
  "xyz": [[1.711948, -1.043849, 0.510460], [5.357848, 3.718151, -1.366440], [4.669848, 2.828951, -0.956140], [3.259448, 2.950851, -0.386740], [2.633848, 3.973951, -0.201040], [2.816148, 1.593651, -0.137240], [3.800948, 0.647351, -0.514140], [3.589448, -0.595749, -0.450240], [5.038548, 1.342251, -0.926140], [6.119848, 0.863751, -1.159540], [1.687648, 1.202751, 0.366360], [2.864048, -0.462949, 2.672760], [4.071848, -1.183049, 2.605660], [4.162948, -2.336049, 1.908960], [5.361848, -2.907049, 1.797160], [2.800248, -3.111649, 1.304760], [3.037348, 0.521751, 2.477760], [2.446648, -0.539449, 3.602160], [4.894348, -0.808349, 3.070460], [6.212648, -2.440849, 2.069660], [5.442648, -3.738349, 1.231760], [-0.792652, 3.337751, -2.890140], [0.294648, 3.000851, -1.886840], [-0.500552, 2.141351, -0.217340], [-0.501452, 3.087251, 1.574760], [-1.756252, 3.929451, 1.762860], [-2.386152, 1.508851, -0.591440], [-2.511052, 0.180351, -0.571940], [-0.714652, -0.687049, -0.182540], [0.210848, -1.642649, -1.767040], [0.170348, -3.165149, -1.767740], [-0.897152, -1.800449, 1.539060], [-1.528852, -3.172149, 1.353760], [-3.711952, -0.633549, -0.649640], [-4.935652, -0.179049, -0.150840], [-6.047752, -0.997649, -0.192240], [-5.966152, -2.275649, -0.722140], [-4.759852, -2.733149, -1.230640], [-3.642952, -1.922749, -1.182340], [-0.358352, 3.853151, -3.745840], [-1.539652, 3.994751, -2.449740], [-1.294152, 2.440051, -3.249540], [0.810648, 3.897251, -1.546840], [1.035248, 2.331351, -2.324140], [0.395448, 3.702451, 1.610360], [-0.433252, 2.331451, 2.358560], [-1.871852, 4.664151, 0.966960], [-1.691352, 4.474351, 2.703560], [-2.647752, 3.303851, 1.796560], [-3.222752, 2.174851, -0.750140], [1.262048, -1.316649, -1.781840], [-0.256552, -1.245649, -2.671040], [0.704748, -3.573649, -0.910040], [0.656148, -3.543049, -2.667340], [-0.851652, -3.541449, -1.755340], [-1.513552, -1.197749, 2.207060], [0.093848, -1.911549, 2.005860], [-2.543652, -3.081749, 0.971060], [-1.564652, -3.696949, 2.306860], [-0.946752, -3.780249, 0.669060], [-5.013452, 0.811751, 0.271560], [-6.986852, -0.641349, 0.201560], [-6.840052, -2.909249, -0.734540], [-4.692352, -3.721949, -1.659040], [-2.692352, -2.270849, -1.571440]],
  "atomic_forces_ev_per_a": [[1.082, 0.828, 0.436], [-0.252, -0.264, 0.175], [0.543, 0.516, -0.221], [-0.468, 1.108, -0.009], [0.418, -0.385, 0.049], [-0.619, -0.673, 0.020], [-0.538, -0.712, 0.153], [-0.266, 0.206, 0.248], [0.860, -0.036, -0.326], [-0.487, 0.105, 0.125], [0.843, -0.420, 0.459], [0.024, -0.082, -0.263], [0.318, 0.145, 0.010], [0.322, 0.392, 0.361], [-0.244, 0.210, 0.025], [-0.885, -0.324, -0.580], [0.084, -0.137, 0.012], [0.105, -0.117, -0.238], [-0.273, -0.021, -0.127], [-0.001, 0.003, 0.044], [-0.035, 0.067, 0.062], [-0.030, -0.112, -0.006], [-0.362, -0.315, 0.999], [-0.609, 0.023, -0.169], [0.217, -0.450, -0.865], [0.027, -0.079, -0.048], [1.040, 0.170, 0.175], [1.443, -0.309, 0.267], [-1.593, 0.671, -0.575], [-0.155, 0.003, 0.883], [0.020, 0.025, -0.121], [0.486, 0.296, -0.632], [0.069, -0.043, -0.079], [-0.558, -0.321, -0.029], [0.180, -0.048, -0.170], [-0.131, -0.027, 0.047], [0.024, 0.009, -0.034], [-0.080, -0.107, -0.023], [0.046, 0.270, 0.019], [-0.033, 0.020, -0.067], [-0.122, 0.059, -0.046], [-0.091, 0.015, -0.045], [0.032, -0.059, 0.019], [0.081, -0.084, 0.072], [0.113, -0.033, -0.017], [0.080, -0.073, -0.056], [-0.070, 0.043, -0.033], [-0.065, 0.048, 0.044], [-0.069, 0.051, -0.035], [-0.276, 0.105, -0.056], [-0.034, 0.068, -0.312], [0.070, 0.257, 0.158], [-0.034, -0.157, 0.028], [0.010, -0.100, -0.003], [0.030, -0.078, 0.051], [0.204, 0.264, -0.049], [-0.170, -0.042, 0.282], [0.005, -0.066, -0.020], [-0.057, -0.041, 0.085], [-0.046, -0.165, -0.091], [0.048, 0.085, 0.074], [-0.104, 0.042, 0.049], [-0.052, -0.058, -0.033], [0.006, -0.091, -0.023], [-0.021, -0.077, -0.033]],
  "lowdin_charge": [0.580, 0.206, -0.218, -0.268, 0.135, -0.276, -0.265, -0.039, -0.240, 0.181, -0.198, 0.040, -0.053, -0.818, 0.144, 0.743, 0.107, 0.126, 0.168, 0.130, 0.118, -0.173, -0.323, 1.057, -0.334, -0.172, -0.215, -0.368, 0.984, -0.344, -0.167, -0.338, -0.144, -0.263, -0.025, -0.069, -0.071, -0.071, -0.068, 0.078, 0.069, 0.067, 0.050, 0.064, 0.053, 0.057, 0.072, 0.075, 0.062, 0.066, 0.035, 0.078, 0.036, 0.083, 0.062, 0.072, 0.001, 0.063, 0.081, 0.052, 0.112, 0.108, 0.108, 0.109, 0.087],
  "multiplicity": 6,
  "total_charge": 1,
  "orbital_gap_ev": [7.31, 4.53],
  "homo_ev": [-10.66, -10.50]
}

(2)
{
  "formula": "C22H31N3O3",
  "method": "the ωB97M-V functional and the def2-TZVPD basis",
  "symbols": ["O", "C", "N", "C", "C", "C", "O", "N", "C", "H", "C", "C", "C", "C", "C", "C", "C", "C", "H", "H", "H", "H", "H", "H", "H", "H", "H", "C", "C", "H", "H", "H", "H", "H", "H", "H", "C", "C", "C", "N", "C", "C", "H", "O", "C", "C", "H", "H", "H", "H", "H", "H", "H", "H", "H", "H", "H", "H", "H"],
  "xyz": [[2.441076, 3.480661, 0.513367], [1.675659, 2.621420, 0.511594], [1.459405, 1.824787, -0.503967], [0.409648, 0.608607, -0.435342], [-0.783392, 0.765970, 0.383180], [-1.725124, -0.399115, 0.715528], [-1.548074, -1.251908, 1.711317], [-2.656058, -0.487738, -0.385385], [-3.107392, 0.411984, -1.409527], [-2.244590, 1.072370, -1.558030], [-4.414245, 1.271072, -0.877183], [-5.483427, 0.136698, -0.606554], [-6.709748, 0.175690, -0.622814], [-7.660347, -0.491238, -0.112705], [-7.293533, -1.869799, 0.091650], [-6.010993, -2.209110, 0.355474], [-4.943702, -1.400212, -0.073765], [-3.564936, -1.693544, -0.030829], [-3.172413, -2.021775, 0.769116], [-3.372824, -2.311013, -0.806356], [-5.670060, -3.173003, 0.428793], [-8.137032, -2.496944, 0.656414], [-8.734723, -0.203566, -0.102792], [-7.100696, 1.402337, -0.628771], [-4.738802, 1.861532, -1.952014], [-4.076474, 1.749512, -0.050435], [-3.223765, -0.400256, -2.214607], [-0.168730, 1.479581, 1.854459], [0.520138, 2.559824, 1.832459], [1.248461, 2.752894, 2.672517], [-0.061436, 3.563924, 1.560119], [-1.024497, 1.435177, 2.502074], [0.456246, 0.538647, 2.253362], [-1.413936, 1.662412, 0.143554], [-0.042199, 0.385124, -1.421880], [0.894293, -0.069859, -0.019167], [2.211928, 1.743142, -1.796734], [3.164752, 0.581554, -1.373100], [4.033501, 0.601041, -0.377160], [4.677701, -0.557918, -0.174879], [5.993835, -0.844156, -1.032579], [6.436714, -2.065996, -0.821871], [7.357567, -2.248558, -1.673468], [6.976254, -2.513813, 0.278750], [5.848825, -2.210387, 1.087702], [5.438199, -0.965507, 1.070206], [4.519857, -0.983159, 1.816805], [6.140411, -0.270855, 1.417738], [6.401981, -2.348022, 2.048592], [5.075488, -2.983102, 0.990235], [5.876286, -2.865956, -1.397467], [5.574722, -0.601057, -2.265177], [6.849315, 0.080496, -1.083353], [4.781422, 1.354324, -0.305383], [3.529015, 0.572226, 0.604678], [3.816866, 0.745526, -2.330455], [2.604975, -0.447957, -1.757375], [2.660023, 2.682548, -1.529722], [1.605830, 1.815828, -2.515165]],
  "atomic_forces_ev_per_a": [[4.715, 4.650, 0.266], [-5.705, -2.489, 2.465], [-5.703, -4.110, -1.688], [-2.908, 6.685, -4.020], [-0.613, 4.736, 5.394], [1.298, -1.539, 0.156], [-1.231, 4.106, -4.928], [0.115, -3.389, 5.792], [-0.072, -0.242, 0.767], [-0.555, 0.004, -0.779], [-1.070, -4.509, -7.424], [12.497, -4.693, 1.733], [-5.540, 11.848, -1.353], [-5.340, -8.375, 1.209], [-5.533, 1.410, 3.856], [3.644, 1.762, -2.934], [-5.317, 5.721, -0.546], [-0.063, 5.101, -5.226], [2.259, -2.734, 6.010], [0.748, -2.717, -2.502], [0.106, -2.660, 1.196], [1.803, 0.887, -1.816], [1.130, -0.135, 0.088], [1.046, -2.793, -0.886], [0.675, -0.966, 3.652], [0.511, 2.043, 2.306], [-0.550, 2.175, 0.215], [-5.238, -13.632, 0.165], [7.485, 10.814, -3.414], [-1.134, -0.043, -0.637], [1.099, -1.904, 0.833], [-0.581, 0.247, 0.486], [-1.064, 1.866, -0.642], [0.347, -0.920, -0.671], [1.468, 0.011, -0.171], [4.458, -6.733, 2.814], [5.095, 0.417, 11.733], [-4.698, -1.202, -14.232], [2.366, 1.833, 8.820], [7.707, -7.124, -1.346], [-5.063, 11.910, -5.656], [6.174, -9.112, -9.701], [-1.677, 1.019, 1.686], [-0.268, 0.102, 2.528], [4.333, -9.257, 4.200], [-9.171, 8.435, 1.449], [1.878, 0.338, -0.454], [1.156, 1.410, 0.274], [-1.353, -0.139, 0.263], [0.115, 0.137, -0.258], [-0.777, 0.605, 1.270], [1.406, -1.477, 3.413], [-2.201, -2.161, 1.191], [0.096, 1.928, -0.468], [-0.681, 1.263, 0.292], [-0.338, -1.060, 0.910], [1.555, 2.257, 1.947], [1.458, 0.815, -1.571], [-4.299, -0.416, -6.054]],
  "lowdin_charge": [0.098, -0.504, -0.012, -0.061, -0.180, -0.259, -0.009, -0.052, -0.153, 0.094, -0.037, -0.118, -0.251, -0.111, -0.078, -0.075, -0.022, -0.093, 0.044, 0.113, 0.089, 0.144, 0.124, 0.192, 0.183, 0.056, 0.159, -0.240, -0.158, 0.139, 0.164, 0.108, 0.171, 0.140, 0.142, 0.043, -0.049, -0.204, -0.376, -0.094, -0.205, -0.480, 0.192, -0.029, -0.286, -0.230, 0.185, 0.129, 0.166, 0.158, 0.153, 0.192, 0.184, 0.149, 0.150, 0.138, 0.195, 0.119, 0.052],
  "total_charge": 0,
  "orbital_gap_ev": 8.99,
  "homo_ev": -8.65
}

(3)
{
  "formula": "C22H31N3O3S",
  "method": "the ωB97M-V functional and the def2-TZVPD basis",
  "symbols": ["C", "H", "O", "C", "C", "N", "C", "N", "C", "C", "C", "C", "C", "C", "C", "O", "H", "H", "H", "H", "S", "C", "C", "H", "H", "H", "H", "C", "O", "N", "H", "C", "C", "C", "C", "C", "C", "C", "H", "H", "H", "H", "H", "H", "H", "H", "H", "H", "H", "H", "H", "C", "H", "H", "H", "H", "H", "H", "H", "H"],
  "xyz": [[4.917763, 1.563435, -3.233369], [4.125673, 1.345875, -3.960641], [4.400027, 1.668746, -1.932511], [3.786164, 0.480666, -1.491241], [3.345283, 0.715245, -0.041316], [2.253304, -0.181018, 0.338200], [1.080293, 0.303503, 0.841790], [0.079655, -0.426372, 1.203479], [0.159269, -1.785372, 1.077911], [-0.938009, -2.576756, 1.435430], [-0.863240, -3.943777, 1.298918], [0.294010, -4.550431, 0.810886], [1.380401, -3.782753, 0.457432], [1.321988, -2.393753, 0.584102], [2.458505, -1.563576, 0.203580], [3.513041, -2.000788, -0.207062], [2.289109, -4.223716, 0.077033], [0.334240, -5.624327, 0.711885], [-1.710190, -4.555326, 1.573279], [-1.826596, -2.098018, 1.818080], [0.914960, 2.042824, 1.010061], [-0.727631, 2.220580, 1.830356], [-0.719152, 3.516486, 2.618465], [0.127668, 3.553433, 3.299328], [-1.641781, 3.595256, 3.189292], [-0.669856, 4.359890, 1.933718], [-0.830296, 1.345842, 2.473770], [-1.808802, 2.233340, 0.740580], [-2.268587, 3.261008, 0.292186], [-2.180756, 0.996986, 0.372002], [-1.633497, 0.219650, 0.732493], [-3.061573, 0.719063, -0.742076], [-2.246974, 0.168833, -1.917381], [-3.150918, -0.156969, -3.100676], [-4.224763, -1.155761, -2.683644], [-5.040569, -0.599042, -1.521646], [-4.149043, -0.278459, -0.321115], [-4.974635, 0.274400, 0.837218], [-4.339726, 0.489847, 1.693215], [-5.468644, 1.196878, 0.540984], [-5.734472, -0.442726, 1.139822], [-3.653612, -1.202029, 0.003276], [-5.803668, -1.321357, -1.223939], [-5.550333, 0.312620, -1.840782], [-4.881914, -1.370790, -3.528357], [-3.751103, -2.092907, -2.380802], [-3.625271, 0.760253, -3.455384], [-2.554982, -0.565625, -3.919176], [-1.494788, 0.905730, -2.207530], [-1.725591, -0.737230, -1.592675], [-3.520844, 1.672832, -1.022172], [4.512705, 0.599298, 0.931772], [4.912323, -0.411161, 0.922369], [5.288739, 1.292905, 0.622974], [4.191247, 0.850426, 1.940068], [2.957923, 1.738288, -0.009662], [2.907232, 0.250552, -2.116424], [4.484302, -0.362995, -1.556167], [5.369485, 2.525413, -3.465717], [5.677911, 0.775202, -3.296551]],
  "atomic_forces_ev_per_a": [[0.039, -0.024, -0.067], [0.029, 0.016, 0.006], [-0.104, 0.137, 0.315], [-0.087, -0.129, -0.099], [0.635, 0.191, -0.220], [-0.043, -0.198, -0.092], [-0.745, -0.078, 0.297], [0.118, 0.236, 0.184], [0.523, -0.448, -0.215], [0.070, -0.080, -0.031], [-0.077, 0.098, 0.024], [0.151, -0.080, -0.061], [0.032, 0.041, -0.014], [-0.457, -0.068, 0.176], [-0.089, -0.090, 0.050], [0.061, -0.029, -0.055], [0.067, -0.059, -0.029], [0.018, -0.086, -0.012], [-0.073, -0.044, 0.027], [-0.090, 0.069, 0.056], [-0.019, 0.462, 0.115], [0.293, -0.098, -0.158], [0.142, -0.011, -0.152], [0.025, -0.018, 0.078], [-0.060, 0.032, 0.005], [-0.036, 0.088, 0.038], [-0.037, 0.086, -0.066], [0.149, -0.480, 0.368], [-0.089, 0.483, -0.141], [-0.260, -0.266, -0.139], [0.044, 0.270, 0.052], [0.107, -0.180, -0.065], [-0.213, 0.305, -0.114], [0.152, -0.296, 0.102], [-0.165, 0.260, -0.131], [0.290, -0.351, 0.067], [-0.294, 0.459, -0.003], [0.203, -0.197, -0.097], [-0.015, 0.041, 0.115], [-0.087, 0.134, -0.026], [-0.109, -0.047, 0.058], [0.055, -0.057, -0.025], [-0.088, 0.054, 0.025], [-0.096, 0.081, 0.008], [0.008, -0.096, -0.016], [0.005, -0.084, -0.016], [-0.016, 0.062, -0.082], [-0.017, 0.074, -0.064], [0.069, -0.014, 0.065], [0.069, -0.044, 0.036], [-0.032, -0.102, -0.014], [-0.154, 0.040, -0.064], [0.035, -0.014, 0.012], [0.105, 0.087, 0.012], [0.015, 0.057, 0.106], [0.074, -0.224, -0.079], [0.073, 0.001, 0.056], [-0.109, 0.140, -0.005], [0.020, -0.045, -0.089], [-0.011, 0.030, -0.014]],
  "lowdin_charge": [-0.109, 0.090, -0.181, -0.189, -0.320, 0.047, -0.526, 0.066, -0.212, -0.014, -0.068, -0.073, -0.004, -0.064, -0.347, 0.087, 0.120, 0.103, 0.106, 0.109, 1.101, -0.493, -0.116, 0.072, 0.090, 0.079, 0.106, -0.535, 0.067, 0.098, 0.091, -0.285, -0.140, -0.197, -0.203, -0.174, -0.338, -0.057, 0.070, 0.086, 0.076, 0.136, 0.115, 0.123, 0.108, 0.114, 0.117, 0.109, 0.121, 0.117, 0.157, -0.014, 0.080, 0.088, 0.085, 0.078, 0.141, 0.124, 0.089, 0.091],
  "total_charge": 0,
  "orbital_gap_ev": 8.95,
  "smiles": "COC[C@H](C)n1c(S[C@@H](C)C(=O)N[C@H]2CCCC[C@@H]2C)nc2ccccc2c1=O",
  "homo_ev": -8.63
}

Listing relative energy (zero: lowest compared OMol25 entry of this formula, charge and spin) for the structures above in their given order: 180.4, 2226.3, 87.9 kJ/mol.